[1]
90
Properties=species:S:1:pos:R:3:lowdin_spin:R:1 method="wB97M-V/def2-TZVPD" energy_ha=-5384.92081 orbital_gap_ev="6.442 / 6.377" s2=6.19 total_charge=+1 lumo_energy_ev="-4.11 / -4.95" spin_multiplicity=5 e_homo_ha="-0.388 / -0.416"
Rh -0.411 -0.405 -0.846 1.244
C -0.678 0.640 4.629 0.023
Si -2.110 0.749 3.376 0.175
C -3.450 -0.564 3.720 0.030
C -2.871 2.493 3.273 0.029
As -0.990 0.406 1.243 1.249
Si 1.361 -3.021 0.902 0.015
C -0.520 -3.236 0.754 0.045
C 1.907 -2.617 2.677 0.005
C 2.441 -4.289 -0.006 0.000
H -1.032 0.352 5.614 0.002
H -0.175 1.596 4.732 0.000
H 0.066 -0.088 4.314 0.004
H -3.785 -0.490 4.750 0.005
H -3.085 -1.575 3.566 0.000
H -4.319 -0.417 3.088 0.000
H -3.296 2.797 4.224 0.004
H -3.664 2.539 2.531 0.001
H -2.118 3.228 3.001 0.002
H -1.016 -2.974 1.687 0.007
H -0.789 -4.264 0.526 0.003
H -0.928 -2.595 -0.042 0.018
H 1.344 -1.774 3.073 0.004
H 2.962 -2.359 2.705 0.000
H 1.762 -3.454 3.352 0.001
H 2.277 -4.289 -1.081 0.000
H 2.234 -5.289 0.362 0.000
H 3.495 -4.084 0.167 0.000
C -0.550 5.389 -4.105 -0.001
C -0.498 4.148 -3.286 -0.003
C -1.646 3.562 -2.758 0.003
C -1.539 2.418 -1.991 0.010
N -0.376 1.824 -1.730 0.074
C 0.731 2.393 -2.203 0.005
C 0.717 3.535 -2.981 0.004
H -1.555 5.580 -4.468 0.000
H 0.132 5.324 -4.950 0.000
H -0.239 6.238 -3.496 0.000
H -2.617 3.995 -2.946 0.000
H -2.422 1.954 -1.569 0.004
H 1.668 1.914 -1.949 0.001
H 1.645 3.942 -3.348 0.001
F 1.834 0.750 2.121 0.040
C 3.056 1.344 2.159 -0.013
C 3.322 2.221 3.178 0.078
F 2.349 2.439 4.074 0.022
C 4.580 2.864 3.305 0.004
C 5.518 2.548 2.284 0.081
C 5.239 1.656 1.273 -0.019
F 6.188 1.395 0.371 -0.013
C 3.999 0.997 1.178 0.098
C 3.727 -0.028 0.209 0.019
C 2.588 -0.723 0.117 0.046
N 1.641 -1.450 0.000 0.050
C 4.707 -0.507 -0.695 0.001
N 5.453 -0.965 -1.433 0.001
F 6.722 3.119 2.296 0.024
C 4.877 3.736 4.373 0.284
C 3.963 4.032 5.394 0.031
N 3.252 4.284 6.261 0.162
C 6.128 4.348 4.537 0.030
N 7.133 4.868 4.731 0.166
C -3.999 -0.875 0.199 0.027
Si -3.625 -1.693 -1.490 -0.006
C -3.657 -3.583 -1.261 0.001
C -4.959 -1.165 -2.744 -0.006
C -1.956 -1.004 -2.115 -0.099
Si -0.823 -2.016 -3.297 0.004
C -1.739 -2.071 -4.969 -0.001
C -0.370 -3.802 -2.802 0.002
C 0.865 -1.100 -3.463 0.000
H -5.049 -0.980 0.453 0.002
H -3.755 0.187 0.190 0.016
H -3.414 -1.345 0.987 0.013
H -4.635 -3.903 -0.918 0.000
H -2.937 -3.931 -0.531 0.000
H -3.459 -4.097 -2.194 0.000
H -5.941 -1.488 -2.417 -0.001
H -4.778 -1.601 -3.721 0.000
H -4.995 -0.088 -2.868 0.000
H -2.177 -0.070 -2.644 -0.007
H -2.590 -2.740 -4.910 0.000
H -1.089 -2.438 -5.757 0.000
H -2.108 -1.098 -5.271 0.000
H -1.226 -4.463 -2.823 0.000
H 0.080 -3.872 -1.819 0.000
H 0.353 -4.185 -3.517 0.000
H 0.832 -0.076 -3.086 0.000
H 1.149 -1.030 -4.509 0.000
H 1.663 -1.633 -2.948 0.000

---

[2]
84
Properties=species:S:1:pos:R:3:lowdin_spin:R:1 method="wB97M-V/def2-TZVPD" energy_ha=-5388.65139 orbital_gap_ev="6.043 / 6.670" s2=0.77 total_charge=0 lumo_energy_ev="-0.85 / -0.88" spin_multiplicity=2 e_homo_ha="-0.253 / -0.277"
Mn 0.482 -0.494 0.740 0.858
C -3.555 -3.014 3.814 0.002
C -3.226 -3.946 2.836 0.000
C -2.197 -3.702 1.944 0.002
C -1.491 -2.500 2.020 0.005
C -1.819 -1.574 2.992 0.002
C -2.842 -1.830 3.894 0.000
N -0.416 -2.191 1.102 0.025
N 0.025 -3.288 0.568 0.039
C 1.135 -3.074 -0.171 0.000
C 1.751 -4.126 -0.875 0.008
C 2.919 -3.874 -1.539 -0.002
C 3.463 -2.578 -1.484 0.011
C 2.801 -1.602 -0.793 -0.004
N 1.629 -1.822 -0.153 0.007
H -4.360 -3.215 4.509 0.000
H -3.778 -4.875 2.767 0.000
H -1.942 -4.425 1.186 0.000
H -1.260 -0.664 3.058 0.001
H -3.075 -1.092 4.652 0.000
H 1.286 -5.101 -0.851 0.000
H 3.427 -4.659 -2.083 0.000
H 4.398 -2.343 -1.974 0.001
H 3.189 -0.596 -0.714 0.000
O 1.892 0.959 4.412 0.000
C 0.974 0.800 3.660 0.000
O 1.147 0.015 2.550 -0.006
C -0.371 1.394 3.837 0.006
C -0.655 1.826 5.139 0.000
C -1.844 2.450 5.442 0.007
C -2.767 2.666 4.421 0.000
C -2.496 2.253 3.133 0.005
C -1.298 1.603 2.800 0.001
S -1.100 1.162 1.109 0.020
H 0.095 1.655 5.901 0.000
H -2.054 2.770 6.454 0.000
H -3.708 3.158 4.635 0.000
H -3.220 2.418 2.344 0.000
C 2.147 2.798 -0.462 0.002
Ge 2.843 2.084 1.217 0.007
C 4.784 1.856 1.056 0.001
C 2.408 3.406 2.591 0.003
C 2.151 0.270 1.527 -0.002
H 2.513 3.816 -0.619 0.000
H 1.060 2.822 -0.392 0.000
H 2.439 2.191 -1.321 0.000
H 5.271 2.804 0.824 0.000
H 5.026 1.148 0.261 0.000
H 5.196 1.472 1.990 0.000
H 2.780 4.379 2.263 0.000
H 2.858 3.153 3.549 0.000
H 1.328 3.484 2.724 0.000
H 2.955 -0.448 1.686 -0.001
C -1.796 2.813 -2.008 0.000
C -0.597 2.140 -2.674 0.003
C -0.701 2.195 -4.196 0.000
Sb -0.268 0.147 -1.853 0.003
C -2.278 -0.662 -2.060 -0.003
C -3.043 -0.363 -3.347 -0.001
C -2.272 -2.163 -1.788 0.000
C 0.869 -0.863 -3.401 0.000
C 2.157 -0.088 -3.685 0.000
C 0.141 -1.206 -4.696 0.000
H -1.855 3.855 -2.339 0.000
H -1.723 2.805 -0.922 0.000
H -2.737 2.333 -2.281 0.000
H 0.301 2.684 -2.381 0.000
H -1.494 1.562 -4.591 0.000
H 0.228 1.907 -4.685 0.000
H -0.925 3.222 -4.502 0.000
H -2.786 -0.155 -1.234 0.000
H -2.620 -0.876 -4.211 0.000
H -3.091 0.699 -3.579 0.000
H -4.073 -0.715 -3.236 0.000
H -1.697 -2.705 -2.545 0.000
H -3.295 -2.553 -1.818 0.000
H -1.858 -2.403 -0.815 0.001
H 1.133 -1.805 -2.910 0.000
H 1.949 0.860 -4.184 0.000
H 2.810 -0.666 -4.346 0.000
H 2.722 0.139 -2.781 0.000
H -0.159 -0.318 -5.251 0.000
H -0.746 -1.812 -4.515 0.000
H 0.806 -1.789 -5.343 0.000